(1)
Density functional theory data (ωB97M-V/def2-TZVPD) for a cluster of 7 separate species, C19H38Cl6O4 in total.

Values from the calculation:
2S+1 = 1
energy relative to the best compared isomer or geometry (same formula, charge and spin) = 0.00 kcal/mol
total charge = 0
gap between HOMO and LUMO = 0.3583 Ha
LUMO level = 0.5 eV

Geometry (Å):
C -4.250 2.162 -4.335
Cl -3.698 3.282 -3.033
Cl -3.698 0.502 -3.959
H -5.340 2.194 -4.319
H -3.863 2.469 -5.307
C 1.660 4.662 -1.340
Cl 0.785 5.935 -0.398
Cl 2.841 5.213 -2.573
H 2.128 3.973 -0.636
H 0.915 4.078 -1.880
C -0.942 0.867 -1.333
Cl -0.966 1.936 0.123
Cl 0.280 1.434 -2.460
H -0.685 -0.166 -1.099
H -1.902 0.898 -1.847
C -2.721 -3.773 -1.445
C -2.027 -3.460 -0.154
C -0.724 -2.817 -0.653
O -1.011 -2.351 -1.936
C -2.287 -2.646 -2.410
H -3.801 -3.821 -1.309
H -2.419 -4.755 -1.808
H -1.887 -4.388 0.401
H -2.563 -2.762 0.489
H 0.026 -3.609 -0.643
H -0.354 -2.047 0.023
H -2.318 -2.909 -3.467
H -2.846 -1.720 -2.272
C 3.274 -0.594 -2.774
C 3.822 -1.868 -2.175
C 5.122 -1.524 -1.494
O 4.968 -0.134 -1.156
C 4.143 0.492 -2.157
H 2.224 -0.362 -2.593
H 3.385 -0.614 -3.858
H 3.990 -2.573 -2.988
H 3.126 -2.313 -1.464
H 5.929 -1.720 -2.200
H 5.249 -2.130 -0.597
H 4.783 1.004 -2.876
H 3.545 1.296 -1.727
C 2.814 1.111 3.316
C 1.887 0.139 2.589
C 2.026 0.631 1.165
O 2.090 2.058 1.300
C 2.764 2.356 2.499
H 3.828 0.737 3.458
H 2.465 1.330 4.325
H 0.863 0.336 2.908
H 2.250 -0.885 2.673
H 1.218 0.340 0.493
H 2.901 0.318 0.595
H 2.389 3.206 3.068
H 3.800 2.639 2.310
C -3.936 -0.581 4.371
C -3.697 -0.797 2.900
C -2.304 -0.147 2.717
O -2.278 0.919 3.662
C -3.483 0.869 4.466
H -3.227 -1.178 4.944
H -4.962 -0.855 4.617
H -4.471 -0.261 2.349
H -3.672 -1.851 2.624
H -2.129 0.263 1.722
H -1.533 -0.856 3.017
H -4.243 1.555 4.091
H -3.257 1.263 5.457

For each atom in turn, the Mulliken charge in e is: atom 1 (C): -0.34, atom 2 (Cl): -0.14, atom 3 (Cl): -0.09, atom 4 (H): 0.29, atom 5 (H): 0.31, atom 6 (C): 0.41, atom 7 (Cl): -0.19, atom 8 (Cl): -0.19, atom 9 (H): -0.05, atom 10 (H): 0.00, atom 11 (C): 1.18, atom 12 (Cl): -0.19, atom 13 (Cl): -0.20, atom 14 (H): -0.95, atom 15 (H): 0.06, atom 16 (C): -0.72, atom 17 (C): -0.27, atom 18 (C): 0.05, atom 19 (O): -0.43, atom 20 (C): -0.18, atom 21 (H): 0.36, atom 22 (H): 0.27, atom 23 (H): 0.47, atom 24 (H): -0.14, atom 25 (H): 0.28, atom 26 (H): -0.06, atom 27 (H): 0.31, atom 28 (H): 0.04, atom 29 (C): 0.12, atom 30 (C): -0.38, atom 31 (C): -0.59, atom 32 (O): -0.47, atom 33 (C): -0.08, atom 34 (H): -0.34, atom 35 (H): 0.37, atom 36 (H): 0.38, atom 37 (H): 0.03, atom 38 (H): 0.34, atom 39 (H): 0.37, atom 40 (H): 0.34, atom 41 (H): -0.06, atom 42 (C): -0.84, atom 43 (C): -0.04, atom 44 (C): 0.67, atom 45 (O): -0.18, atom 46 (C): -0.47, atom 47 (H): 0.28, atom 48 (H): 0.33, atom 49 (H): -0.03, atom 50 (H): 0.38, atom 51 (H): -0.64, atom 52 (H): -0.08, atom 53 (H): 0.37, atom 54 (H): 0.28, atom 55 (C): -0.57, atom 56 (C): -0.48, atom 57 (C): 0.31, atom 58 (O): -0.39, atom 59 (C): -0.57, atom 60 (H): 0.26, atom 61 (H): 0.39, atom 62 (H): 0.33, atom 63 (H): 0.31, atom 64 (H): -0.30, atom 65 (H): 0.16, atom 66 (H): 0.28, atom 67 (H): 0.31

***

(2)
Density functional theory data (ωB97M-V/def2-TZVPD) for a cluster of 2 separate species, C19H38F2N2O6 in total.

Values from the calculation:
2S+1 = 1
total charge = 0
gap between HOMO and LUMO = 0.3454 Ha
LUMO level = 0.5 eV

Geometry (Å):
C 3.435 0.921 1.456
C 2.882 0.092 0.287
C 3.260 0.648 -1.089
F 3.729 -0.369 -1.923
C 2.093 1.335 -1.817
F 1.664 2.328 -0.898
C 0.971 0.401 -2.200
C -0.411 1.072 -2.362
C -1.340 0.813 -1.156
C -1.379 1.935 -0.106
C -1.789 3.305 -0.670
N -2.408 4.219 0.303
O 2.474 2.050 -2.973
C 3.634 2.768 -3.014
O 4.661 2.317 -3.373
C 3.494 4.212 -2.585
O 2.239 4.763 -2.906
C 1.159 4.671 -2.072
C 1.398 4.873 -0.593
O 0.086 4.536 -2.548
H 2.785 0.847 2.337
H 3.492 1.985 1.189
H 4.441 0.599 1.748
H 3.278 -0.931 0.313
H 1.788 0.024 0.379
H 4.081 1.375 -0.976
H 1.293 -0.068 -3.137
H 0.911 -0.398 -1.450
H -0.285 2.150 -2.537
H -0.874 0.672 -3.273
H -2.370 0.630 -1.498
H -0.979 -0.091 -0.647
H -0.404 2.009 0.399
H -2.109 1.651 0.668
H -2.489 3.151 -1.506
H -0.919 3.821 -1.095
H -1.705 4.809 0.737
H -2.851 3.700 1.056
H 3.722 4.268 -1.510
H 4.261 4.775 -3.131
H 0.831 5.767 -0.308
H 2.442 5.014 -0.308
H 0.981 4.015 -0.050
C -3.760 -4.049 4.161
O -2.663 -4.837 3.754
C -2.956 -5.792 2.743
C -2.250 -5.450 1.451
N -2.788 -4.232 0.869
C -2.066 -3.730 -0.292
C -0.616 -3.302 -0.104
O -0.456 -2.146 0.700
C -0.415 -2.363 2.097
H -3.436 -3.468 5.022
H -4.097 -3.361 3.377
H -4.611 -4.672 4.457
H -4.037 -5.849 2.581
H -2.609 -6.769 3.091
H -2.396 -6.272 0.744
H -1.173 -5.392 1.667
H -2.826 -3.512 1.579
H -2.617 -2.871 -0.683
H -2.090 -4.502 -1.069
H -0.223 -3.038 -1.089
H 0.010 -4.114 0.286
H 0.030 -3.333 2.338
H -1.405 -2.310 2.558
H 0.202 -1.575 2.531

For each atom in turn, the Mulliken charge in e is: atom 1 (C): -1.51, atom 2 (C): -0.06, atom 3 (C): 0.02, atom 4 (F): -0.44, atom 5 (C): 0.81, atom 6 (F): -0.16, atom 7 (C): -0.83, atom 8 (C): -0.79, atom 9 (C): -0.20, atom 10 (C): -0.24, atom 11 (C): -0.01, atom 12 (N): -0.71, atom 13 (O): -0.37, atom 14 (C): 0.32, atom 15 (O): -0.50, atom 16 (C): -0.09, atom 17 (O): -0.43, atom 18 (C): 0.76, atom 19 (C): -0.73, atom 20 (O): -0.52, atom 21 (H): 0.38, atom 22 (H): 0.27, atom 23 (H): 0.39, atom 24 (H): 0.59, atom 25 (H): -0.28, atom 26 (H): 0.64, atom 27 (H): 0.42, atom 28 (H): 0.04, atom 29 (H): 0.42, atom 30 (H): 0.49, atom 31 (H): 0.44, atom 32 (H): -0.34, atom 33 (H): -0.15, atom 34 (H): 0.61, atom 35 (H): 0.34, atom 36 (H): -0.35, atom 37 (H): 0.26, atom 38 (H): 0.27, atom 39 (H): 0.06, atom 40 (H): 0.39, atom 41 (H): 0.38, atom 42 (H): 0.31, atom 43 (H): 0.09, atom 44 (C): -0.72, atom 45 (O): -0.35, atom 46 (C): -0.79, atom 47 (C): -0.21, atom 48 (N): -0.29, atom 49 (C): -0.92, atom 50 (C): -0.54, atom 51 (O): -0.32, atom 52 (C): -0.76, atom 53 (H): 0.24, atom 54 (H): 0.30, atom 55 (H): 0.35, atom 56 (H): 0.41, atom 57 (H): 0.39, atom 58 (H): 0.37, atom 59 (H): 0.19, atom 60 (H): 0.10, atom 61 (H): 0.43, atom 62 (H): 0.41, atom 63 (H): 0.29, atom 64 (H): 0.57, atom 65 (H): 0.35, atom 66 (H): 0.23, atom 67 (H): 0.30

***

(3)
Density functional theory data (ωB97M-V/def2-TZVPD) for a structure of composition C19H38N2O2OsPS2Si3.

Values from the calculation:
2S+1 = 6
total charge = 0
gap between HOMO and LUMO (spin up / spin down) = 0.2175 / 0.2585 Ha
LUMO level (spin up / spin down) = 0.7 / -0.7 eV

Geometry (Å):
Os 8.803 12.897 7.867
C 11.609 12.310 10.373
Si 12.144 14.058 9.739
C 10.982 15.323 10.596
C 13.979 14.364 10.118
C 11.892 14.226 7.857
Si 12.809 13.002 6.746
C 13.367 11.394 7.495
C 14.495 13.653 6.095
C 11.848 12.512 5.205
Si 11.667 15.979 7.288
C 12.200 17.376 8.358
C 12.066 16.538 5.592
C 8.700 15.731 6.832
C 8.166 17.056 6.689
C 6.905 17.224 6.223
C 6.137 16.075 5.860
C 6.709 14.820 6.010
N 7.935 14.669 6.535
H 11.873 12.310 11.442
H 12.234 11.521 9.867
H 10.541 12.125 10.212
H 10.506 14.887 11.465
H 10.240 15.560 9.850
H 11.445 16.230 10.960
H 14.379 14.031 11.044
H 14.214 15.441 10.050
H 14.536 13.867 9.277
H 13.985 11.463 8.402
H 14.090 10.973 6.767
H 12.548 10.712 7.720
H 15.160 14.069 6.859
H 14.472 14.336 5.251
H 14.971 12.741 5.753
H 10.907 12.018 5.444
H 12.453 11.735 4.696
H 11.661 13.271 4.470
H 12.036 18.376 7.998
H 13.281 17.339 8.345
H 11.976 17.346 9.414
H 13.121 16.811 5.402
H 11.485 17.409 5.270
H 11.760 15.726 4.886
H 8.792 17.871 7.033
H 6.510 18.219 6.092
H 5.171 16.267 5.450
H 6.235 13.897 5.707
C 7.026 7.332 10.224
C 7.471 8.675 9.662
O 7.052 8.782 8.180
P 7.444 10.133 7.455
S 6.656 11.826 8.214
S 9.421 10.420 7.239
O 6.735 9.984 6.039
C 7.250 9.049 5.004
C 6.491 7.774 5.051
H 6.927 7.277 11.322
H 7.767 6.556 9.910
H 6.106 7.020 9.866
H 8.551 8.757 9.703
H 6.968 9.503 10.039
H 8.295 8.906 5.210
H 7.142 9.579 4.063
H 6.763 7.147 5.866
H 6.584 7.131 4.161
H 5.494 8.087 5.233
N 9.969 15.480 7.276
C 10.386 14.137 7.449

For each atom in turn, the Mulliken charge in e is: atom 1 (Os): 0.94, atom 2 (C): -0.92, atom 3 (Si): 0.49, atom 4 (C): -1.45, atom 5 (C): -1.09, atom 6 (C): 2.41, atom 7 (Si): 0.29, atom 8 (C): -1.12, atom 9 (C): -1.26, atom 10 (C): -0.83, atom 11 (Si): -0.46, atom 12 (C): -1.16, atom 13 (C): -1.09, atom 14 (C): 0.79, atom 15 (C): -0.77, atom 16 (C): -0.27, atom 17 (C): -0.79, atom 18 (C): -0.35, atom 19 (N): -0.32, atom 20 (H): 0.39, atom 21 (H): 0.22, atom 22 (H): 0.19, atom 23 (H): 0.45, atom 24 (H): 0.41, atom 25 (H): 0.37, atom 26 (H): 0.49, atom 27 (H): 0.28, atom 28 (H): 0.18, atom 29 (H): 0.37, atom 30 (H): 0.34, atom 31 (H): 0.20, atom 32 (H): 0.35, atom 33 (H): 0.37, atom 34 (H): 0.39, atom 35 (H): 0.13, atom 36 (H): 0.28, atom 37 (H): 0.34, atom 38 (H): 0.44, atom 39 (H): 0.36, atom 40 (H): 0.36, atom 41 (H): 0.34, atom 42 (H): 0.42, atom 43 (H): 0.24, atom 44 (H): 0.37, atom 45 (H): 0.43, atom 46 (H): 0.38, atom 47 (H): 0.44, atom 48 (C): -1.28, atom 49 (C): -0.32, atom 50 (O): -0.23, atom 51 (P): 0.91, atom 52 (S): -0.57, atom 53 (S): -0.65, atom 54 (O): -0.33, atom 55 (C): -0.20, atom 56 (C): -1.09, atom 57 (H): 0.36, atom 58 (H): 0.29, atom 59 (H): 0.37, atom 60 (H): 0.32, atom 61 (H): 0.43, atom 62 (H): 0.27, atom 63 (H): 0.31, atom 64 (H): 0.26, atom 65 (H): 0.38, atom 66 (H): 0.30, atom 67 (N): 0.65, atom 68 (C): -2.73

***

- Among the records above, which one has the highest 2S+1?
  C19H38N2O2OsPS2Si3

***

- total charge of number 3 (C19H38N2O2OsPS2Si3)?
  0

***

- What is the total charge in the second record?
  0